(1)
{"formula": "C3H10N2O", "method": "ωB97M-V/def2-TZVPD", "species": ["C", "N", "C", "H", "H", "H", "H", "H", "H", "H", "C", "N", "O", "H", "H", "H"], "positions_angstrom": [[-0.306, 2.078, 0.100], [-0.046, 0.748, 0.610], [1.049, 0.671, 1.584], [0.455, 2.466, -0.580], [-0.635, 2.756, 0.886], [-1.093, 1.989, -0.661], [-0.869, 0.359, 1.087], [0.768, 1.317, 2.394], [1.027, -0.315, 2.055], [2.008, 0.771, 1.092], [-1.035, -2.009, -1.532], [0.283, -2.378, -1.407], [-1.941, -2.303, -0.800], [-1.192, -1.442, -2.470], [0.971, -1.695, -1.680], [0.556, -3.013, -0.680]], "mulliken_spin": [0.03, 0.83, 0.03, 0.01, 0.05, 0.00, -0.01, 0.05, 0.00, 0.00, 0.00, 0.01, 0.00, 0.00, 0.00, 0.00], "charge": 1, "homo_ev": [-13.46, -13.46], "e_above_lowest_kcal_mol": 51.5, "e_lumo_ev": [-3.533, -8.790], "multiplicity": 2, "largest_force_ev_per_a": 3.7}

---

(2)
{"formula": "C6H12N2O2", "method": "ωB97M-V/def2-TZVPD", "species": ["C", "C", "C", "C", "N", "C", "O", "C", "N", "H", "H", "H", "H", "H", "H", "H", "H", "H", "H", "O", "H", "H"], "positions_angstrom": [[-1.646, -0.616, -1.376], [-1.383, 0.075, -0.056], [-0.004, -0.100, 0.538], [0.649, -1.509, 0.584], [1.783, -0.948, -0.165], [1.189, 0.287, -0.350], [1.488, 1.239, -1.035], [-2.100, 1.340, 0.244], [-2.456, 0.101, 0.939], [-2.628, -0.329, -1.774], [-0.886, -0.344, -2.121], [-1.634, -1.709, -1.261], [0.049, 0.411, 1.509], [0.912, -1.878, 1.582], [0.103, -2.281, 0.029], [2.486, -1.423, -0.721], [-1.621, 2.104, 0.861], [-2.786, 1.723, -0.513], [-3.311, -0.294, 0.555], [3.994, 1.700, 0.615], [4.010, 0.751, 0.362], [3.791, 1.699, 1.555]], "lowdin_charge": [-0.01, -0.49, -0.13, -0.10, 0.09, -0.46, 0.09, -0.11, 0.05, 0.09, 0.09, 0.08, 0.16, 0.11, 0.11, 0.14, 0.11, 0.11, 0.09, -0.07, 0.03, 0.03], "homo_ev": -9.67, "e_above_lowest_kcal_mol": 43.6, "e_lumo_ev": 0.733, "smiles": "C[C@@]1([C@H]2CNC2=O)CN1.O", "largest_force_ev_per_a": 1.3}

---

(3)
{"formula": "C49H37N6O11S4Ti", "method": "ωB97M-V/def2-TZVPD", "species": ["Ti", "O", "C", "O", "C", "C", "C", "C", "C", "C", "O", "N", "O", "O", "N", "O", "O", "H", "H", "C", "O", "C", "C", "C", "C", "C", "C", "N", "N", "C", "C", "C", "C", "O", "C", "N", "C", "C", "C", "C", "H", "H", "H", "H", "H", "H", "H", "H", "H", "H", "H", "H", "N", "S", "C", "C", "C", "C", "C", "C", "C", "C", "C", "C", "C", "C", "H", "H", "H", "H", "H", "H", "H", "H", "H", "H", "H", "C", "O", "H", "H", "H", "O", "C", "C", "C", "C", "C", "S", "C", "C", "C", "C", "S", "C", "C", "C", "C", "S", "H", "H", "H", "H", "H", "H", "H", "H", "H"], "positions_angstrom": [[0.039, 0.493, -1.048], [-2.060, 3.844, -0.478], [-1.824, 2.803, -1.066], [-1.406, 1.708, -0.514], [-2.079, 2.728, -2.552], [-3.053, 3.519, -3.079], [-3.379, 3.435, -4.436], [-2.700, 2.576, -5.264], [-1.671, 1.810, -4.766], [-1.319, 1.827, -3.372], [-0.395, 1.106, -2.879], [-0.971, 0.972, -5.751], [0.128, 0.549, -5.491], [-1.538, 0.761, -6.815], [-4.431, 4.272, -4.989], [-4.694, 4.175, -6.175], [-5.007, 5.038, -4.241], [-3.577, 4.209, -2.432], [-2.954, 2.508, -6.309], [-3.655, -4.358, 4.955], [-2.606, -5.178, 5.417], [-1.333, -4.619, 5.391], [-0.259, -5.502, 5.436], [1.043, -5.034, 5.437], [1.340, -3.653, 5.375], [0.229, -2.778, 5.310], [-1.081, -3.255, 5.338], [2.651, -3.250, 5.537], [3.038, -2.037, 5.101], [2.405, -1.442, 4.011], [2.177, -0.080, 3.995], [1.563, 0.562, 2.900], [1.191, -0.102, 1.757], [0.572, 0.586, 0.763], [1.529, -1.485, 1.671], [1.303, -2.119, 0.487], [1.653, -3.372, 0.368], [2.242, -4.116, 1.408], [2.455, -3.505, 2.614], [2.100, -2.153, 2.793], [-4.510, -5.011, 4.781], [-3.394, -3.854, 4.023], [-3.937, -3.601, 5.696], [-0.469, -6.568, 5.473], [1.875, -5.729, 5.481], [0.405, -1.711, 5.271], [-1.901, -2.543, 5.313], [2.434, 0.482, 4.886], [1.347, 1.625, 2.952], [1.461, -3.840, -0.598], [2.516, -5.153, 1.249], [2.904, -4.040, 3.441], [0.986, 2.839, -0.968], [2.077, 3.912, -1.211], [3.514, 3.500, -0.198], [3.442, 2.339, 0.552], [4.510, 2.004, 1.381], [5.633, 2.818, 1.425], [5.707, 3.964, 0.635], [4.642, 4.310, -0.185], [1.579, 5.414, -0.353], [0.905, 6.355, -1.120], [0.365, 7.479, -0.512], [0.495, 7.651, 0.859], [1.159, 6.697, 1.622], [1.702, 5.572, 1.019], [0.677, 2.804, 0.008], [2.563, 1.705, 0.480], [4.448, 1.111, 1.992], [6.462, 2.557, 2.072], [6.591, 4.589, 0.665], [4.679, 5.207, -0.798], [0.784, 6.187, -2.186], [-0.167, 8.213, -1.106], [0.062, 8.520, 1.339], [1.248, 6.825, 2.694], [2.205, 4.820, 1.617], [2.460, 0.577, -2.756], [1.695, 0.242, -1.644], [2.958, 1.542, -2.612], [1.844, 0.646, -3.654], [3.236, -0.177, -2.917], [-1.091, -0.879, -1.190], [-1.710, -2.028, -1.679], [-1.503, -3.147, -0.654], [-1.358, -2.969, 0.685], [-1.113, -4.186, 1.386], [-1.101, -5.265, 0.561], [-1.341, -4.809, -1.075], [-3.218, -1.787, -1.817], [-4.216, -2.700, -1.985], [-5.503, -2.093, -2.100], [-5.444, -0.737, -1.999], [-3.842, -0.195, -1.755], [-1.101, -2.417, -3.029], [0.170, -2.163, -3.439], [0.455, -2.697, -4.729], [-0.606, -3.351, -5.268], [-1.967, -3.302, -4.230], [-1.381, -1.988, 1.142], [-0.926, -4.243, 2.451], [-0.936, -6.304, 0.813], [-4.041, -3.768, -2.026], [-6.422, -2.649, -2.242], [-6.260, -0.027, -2.038], [0.871, -1.608, -2.831], [1.408, -2.577, -5.233], [-0.682, -3.834, -6.232]], "mulliken_spin": [0.01, 0.00, 0.00, 0.00, 0.00, 0.00, 0.00, 0.00, 0.00, 0.00, 0.00, 0.00, 0.00, 0.00, 0.00, 0.00, 0.00, 0.00, 0.00, 0.00, 0.01, 0.09, -0.04, 0.07, -0.04, 0.13, -0.05, 0.31, 0.40, -0.09, 0.09, -0.04, 0.06, 0.01, -0.02, 0.02, -0.02, 0.03, -0.02, 0.04, 0.00, 0.00, 0.00, 0.00, 0.01, 0.02, 0.00, 0.02, 0.00, 0.00, 0.00, 0.00, 0.00, 0.00, 0.00, 0.00, 0.00, 0.00, 0.00, 0.00, 0.00, 0.00, 0.00, 0.00, 0.00, 0.00, 0.00, 0.00, 0.00, 0.00, 0.00, 0.00, 0.00, 0.00, 0.00, 0.00, 0.00, 0.00, 0.00, 0.00, 0.00, 0.00, 0.00, 0.00, 0.00, 0.00, 0.00, 0.00, 0.00, 0.00, 0.00, 0.00, 0.00, 0.00, 0.00, 0.00, 0.00, 0.00, 0.00, 0.00, 0.00, 0.00, 0.00, 0.00, 0.00, 0.00, 0.00, 0.00], "charge": -2, "homo_ev": [-0.59, -1.78], "e_above_lowest_kcal_mol": 2.9, "e_lumo_ev": [3.555, 3.555], "multiplicity": 2, "largest_force_ev_per_a": 1.7}

---

(4)
{"formula": "C2H3ClFI", "method": "ωB97M-V/def2-TZVPD", "species": ["F", "C", "Cl", "C", "I", "H", "H", "H"], "positions_angstrom": [[1.568, 0.547, -0.945], [0.588, -0.351, -0.542], [1.447, -1.640, 0.391], [-0.486, 0.515, 0.509], [-2.412, -0.325, 0.142], [0.130, -0.918, -1.310], [-0.338, 0.565, 1.657], [-0.499, 1.608, 0.099]], "lowdin_charge": [-0.08, -0.73, 0.57, -0.64, 0.73, 0.04, 0.06, 0.06], "homo_ev": -9.84, "e_above_lowest_kcal_mol": 8.9, "e_lumo_ev": 0.258, "smiles": "F[C@@H](Cl)CI", "largest_force_ev_per_a": 4.8}

---

(5)
{"formula": "C2H3F3O", "method": "ωB97M-V/def2-TZVPD", "species": ["C", "C", "F", "F", "O", "F", "H", "H", "H"], "positions_angstrom": [[-1.090, -0.053, -0.015], [0.373, 0.212, 0.005], [0.756, 0.969, -1.123], [0.686, 0.918, 0.995], [1.057, -1.026, -0.036], [2.446, -0.880, -0.021], [-1.517, 0.898, 0.173], [-1.273, -0.636, 0.970], [-1.439, -0.400, -0.948]], "lowdin_charge": [0.05, -0.70, 0.06, 0.21, 0.06, -0.01, 0.09, 0.15, 0.09], "homo_ev": -12.14, "e_above_lowest_kcal_mol": 85.7, "e_lumo_ev": 0.850, "smiles": "CC(F)(F)OF", "largest_force_ev_per_a": 4.5}

---

(6)
{"formula": "C3H6N4O", "method": "ωB97M-V/def2-TZVPD", "species": ["C", "C", "C", "N", "N", "N", "N", "O", "H", "H", "H", "H", "H", "H"], "positions_angstrom": [[-0.601, 1.167, -1.045], [-0.207, 0.072, -0.128], [1.035, -0.386, 0.326], [2.291, 0.023, -0.077], [0.828, -1.410, 1.173], [-0.427, -1.624, 1.323], [-1.071, -0.752, 0.491], [-2.437, -0.650, 0.447], [-1.636, 1.035, -1.354], [-0.509, 2.136, -0.550], [0.040, 1.168, -1.926], [2.415, 1.023, -0.127], [3.032, -0.435, 0.433], [-2.754, -1.369, 1.014]], "lowdin_charge": [-0.01, -0.21, -0.37, 0.10, 0.03, 0.02, -0.16, 0.07, 0.08, 0.09, 0.08, 0.09, 0.09, 0.12], "homo_ev": -8.13, "e_above_lowest_kcal_mol": 70.8, "e_lumo_ev": 0.807, "smiles": "Cc1c(N)nnn1O", "largest_force_ev_per_a": 2.4}

---

Per-record energy, hartree: -304.70320, -495.76811, -5487.82242, -935.71975, -452.71720, -412.09611